Record 1
Computed, not measured: a 2-piece molecular cluster, C6H9N2O2 overall in a non-equilibrium geometry, with ωB97M-V/def2-TZVPD.

Each line ends with the natural charge from an NBO analysis.
CARTESIAN COORDINATES (ANGSTROEM)
1 O -2.100 -0.277 1.066  -0.799
2 O -2.199 0.153 -1.094  -0.735
3 N 2.644 -0.509 0.773  -0.464
4 N 0.408 -0.045 0.562  -0.470
5 C -3.995 -1.092 -0.092  -0.736
6 C 2.388 0.418 -0.201  0.278
7 C -2.634 -0.451 -0.099  0.765
8 C 3.547 1.047 -0.872  -0.680
9 C 1.434 -0.690 1.290  0.333
10 C 1.043 0.789 -0.250  0.111
11 H 1.337 -1.155 2.264  0.231
12 H -4.666 -0.373 -0.570  0.226
13 H 4.170 1.549 -0.117  0.260
14 H -4.497 -1.058 0.888  0.219
15 H 4.083 0.377 -1.528  0.261
16 H 0.601 1.543 -0.892  0.263
17 H -4.196 -2.095 -0.444  0.225
18 H -0.651 -0.080 0.752  0.483
19 H 3.282 1.948 -1.436  0.231

Cartesian forces (eV/Å) of the 6 atoms listed first:
O 0.9 -0.9 -0.3
O 0.0 -1.0 -0.4
N -1.5 0.8 -0.5
N 1.8 0.9 0.6
C -1.9 0.6 0.8
C 3.4 -0.2 0.7

Summary:
frontier orbital gap (alpha / beta)	8.5 / 4.6	eV
calculated total energy	-13440.6953	eV
energy above the lowest of the compared OMol25 structures with the same formula, charge and spin	1.1300	eV
multiplicity	2

Record 2
Computed, not measured: a 2-piece molecular cluster, C5H10O overall in a non-equilibrium geometry, with ωB97M-V/def2-TZVPD.

Each line ends with the natural charge from an NBO analysis.
CARTESIAN COORDINATES (ANGSTROEM)
1 O -2.155 0.599 2.053  -0.505
2 C -1.255 0.647 2.747  0.505
3 C 0.475 1.345 -0.311  -0.605
4 C 0.079 -0.756 -1.626  -0.600
5 C -0.163 -0.045 -0.289  -0.228
6 C 0.363 -0.879 0.889  -0.608
7 H -0.401 -1.741 -1.667  0.207
8 H 1.150 -0.898 -1.816  0.200
9 H 1.565 1.260 -0.400  0.201
10 H 0.219 -0.418 1.868  0.201
11 H -1.252 0.083 -0.191  0.198
12 H 0.258 1.903 0.608  0.204
13 H -0.322 -0.162 -2.456  0.206
14 H -0.123 -1.860 0.931  0.209
15 H 0.115 1.939 -1.159  0.208
16 H 1.446 -1.017 0.820  0.205

Cartesian forces (eV/Å) of the 6 atoms listed first:
O 1.0 0.1 0.9
C -1.5 0.3 -0.5
C 0.0 0.0 0.0
C 0.0 0.0 -0.1
C 0.0 0.0 0.0
C 0.1 -0.1 -0.1

Summary:
frontier orbital gap	12.5	eV
calculated total energy	-7394.2787	eV
energy above the lowest of the compared OMol25 structures with the same formula, charge and spin	0.4866	eV

Record 3
Computed, not measured: a 5-piece molecular cluster, C24H35N6O4P overall in a non-equilibrium geometry, with ωB97M-V/def2-TZVPD.

Each line ends with the natural charge from an NBO analysis.
CARTESIAN COORDINATES (ANGSTROEM)
1 P -4.684 -1.750 -0.790  2.205
2 O -6.250 -1.931 -1.136  -0.946
3 O -5.272 2.687 4.533  -0.504
4 O -1.601 2.482 1.839  -0.505
5 O -3.977 -1.016 -2.054  -0.982
6 N -3.415 3.126 3.174  -0.684
7 N 3.214 -1.120 0.127  -0.354
8 N -4.007 -3.081 -0.394  -1.328
9 N 7.298 3.926 3.723  -0.333
10 N -0.921 1.082 -2.037  -0.359
11 N -0.848 -2.702 -1.542  -0.394
12 C -5.766 -0.506 1.438  -0.188
13 C 6.266 2.935 0.542  -0.377
14 C -1.183 1.248 -3.141  0.308
15 C -1.556 1.425 -4.542  -0.515
16 C -1.915 0.094 -5.212  -0.380
17 C 1.481 1.050 2.251  -0.379
18 C 1.148 -5.130 -0.034  -0.376
19 C 7.048 4.066 2.612  0.288
20 C -4.805 1.280 2.588  -0.157
21 C -5.834 0.410 2.464  -0.156
22 C 0.611 -3.748 0.347  -0.526
23 C -3.628 0.357 0.739  -0.172
24 C -0.208 -3.161 -0.709  0.340
25 C -0.726 -0.851 -5.335  -0.615
26 C -4.591 2.401 3.578  0.675
27 C -3.707 1.251 1.757  -0.077
28 C 2.572 -0.016 2.404  -0.516
29 C -2.741 2.318 2.184  0.668
30 C 2.934 -0.634 1.129  0.302
31 C 1.942 2.268 1.464  -0.614
32 C -4.682 -0.523 0.591  -0.386
33 C 0.049 -6.179 -0.170  -0.612
34 C 6.724 4.241 1.197  -0.513
35 C 7.369 1.886 0.459  -0.613
36 H 5.930 4.985 1.111  0.249
37 H 2.218 -0.798 3.079  0.248
38 H -6.575 -1.212 1.307  0.236
39 H 1.171 1.371 3.247  0.211
40 H -6.605 -1.029 -1.174  0.491
41 H -2.304 0.306 -6.210  0.207
42 H -0.636 -5.936 -0.984  0.215
43 H -2.771 0.365 0.073  0.247
44 H -0.530 -6.263 0.751  0.205
45 H 0.028 -3.811 1.267  0.245
46 H 1.152 3.017 1.434  0.233
47 H 7.590 4.643 0.669  0.243
48 H 7.697 1.573 1.452  0.214
49 H 1.849 -5.452 0.738  0.208
50 H 2.823 2.721 1.927  0.193
51 H -3.043 -0.912 -1.805  0.520
52 H 2.191 2.006 0.433  0.213
53 H -6.681 0.477 3.135  0.238
54 H -3.243 -3.217 -1.055  0.391
55 H 7.009 1.001 -0.066  0.222
56 H 0.601 0.621 1.768  0.220
57 H 0.092 -0.383 -5.888  0.199
58 H -2.413 2.099 -4.594  0.250
59 H 1.450 -3.077 0.548  0.268
60 H 5.413 2.521 1.084  0.207
61 H -1.017 -1.756 -5.869  0.219
62 H -0.351 -1.151 -4.355  0.226
63 H -3.733 3.975 2.710  0.409
64 H 1.710 -5.069 -0.968  0.212
65 H 0.484 -7.156 -0.383  0.215
66 H 3.460 0.419 2.865  0.245
67 H 5.920 3.157 -0.469  0.210
68 H -2.716 -0.400 -4.657  0.217
69 H 8.235 2.271 -0.083  0.202
70 H -0.740 1.911 -5.080  0.245

Cartesian forces (eV/Å) of the 6 atoms listed first:
P 0.8 -1.0 0.6
O 0.8 1.1 -0.1
O 0.5 -0.2 -0.9
O -0.8 0.0 0.0
O -0.6 0.3 0.7
N -0.3 -0.5 -0.5

Summary:
frontier orbital gap	8.4	eV
calculated total energy	-51876.1941	eV
SMILES string	N=P(O)(O)c1ccc2c(c1)C(=O)NC2=O.CCCC#N.CCCC#N.CCCC#N.CCCC#N